Record 1
The following is a DFT calculation (wB97M-V/def2-TZVPD) of a cluster of 5 separate species, C22H24Cl2N4 in total.

Each line ends with the Löwdin charge.
Element x y z (Å)
C1 -2.10 7.54 -18.43  -0.087
C2 -2.87 8.66 -18.30  -0.077
C3 -2.65 9.83 -19.07  -0.159
N1 -1.63 9.92 -19.89  0.051
C4 -0.75 8.88 -19.84  -0.136
C5 -0.90 7.67 -19.12  -0.049
H1 -2.23 6.61 -17.90  0.108
H2 -3.78 8.69 -17.71  0.095
H3 -3.43 10.57 -19.16  0.102
H4 0.14 9.07 -20.44  0.090
H5 -0.21 6.84 -19.10  0.089
C6 4.35 12.85 -16.08  -0.104
C7 3.70 12.38 -14.95  -0.074
C8 2.74 13.22 -14.39  -0.148
N2 2.35 14.38 -14.96  0.046
C9 2.87 14.79 -16.12  -0.136
C10 4.01 14.10 -16.58  -0.092
H6 5.15 12.35 -16.59  0.107
H7 3.90 11.43 -14.47  0.101
H8 2.19 12.99 -13.48  0.100
H9 2.56 15.66 -16.68  0.102
H10 4.46 14.42 -17.50  0.098
C11 -4.53 11.81 -15.32  -0.083
C12 -3.16 11.82 -15.56  -0.066
C13 -2.44 10.70 -15.12  -0.164
N3 -3.00 9.70 -14.44  0.036
C14 -4.33 9.65 -14.20  -0.129
C15 -5.16 10.71 -14.67  -0.060
H11 -5.18 12.51 -15.84  0.098
H12 -2.87 12.56 -16.29  0.095
H13 -1.42 10.52 -15.41  0.092
H14 -4.74 8.73 -13.81  0.094
H15 -6.23 10.61 -14.54  0.089
C16 2.55 5.29 -17.00  -0.074
C17 2.50 4.16 -17.75  -0.100
C18 2.52 4.26 -19.14  -0.121
N4 2.62 5.46 -19.82  0.061
C19 2.66 6.56 -19.05  -0.198
C20 2.62 6.51 -17.68  -0.096
H16 2.45 5.18 -15.93  0.107
H17 2.40 3.16 -17.35  0.102
H18 2.49 3.39 -19.78  0.095
H19 2.59 7.50 -19.58  0.079
H20 2.50 7.45 -17.15  0.043
Cl1 2.63 9.96 -17.87  0.625
C21 1.93 11.47 -18.47  -0.669
C22 0.78 11.88 -17.61  -0.679
Cl2 0.05 13.32 -18.31  0.578
H21 1.58 11.21 -19.47  0.062
H22 2.76 12.17 -18.52  0.058
H23 1.08 12.26 -16.63  0.049
H24 -0.02 11.15 -17.65  0.048

Output
- maximum force (eV Å⁻¹) = 3.13
- relative energy (zero: lowest compared OMol25 entry of this formula, charge and spin) (kcal/mol) = 24.0
- E_HOMO (eV) = -9.44
- gap between HOMO and LUMO (hartree) = 0.37102

***

Record 2
The following is a DFT calculation (wB97M-V/def2-TZVPD) of a structure of composition C25H25Cl2INO6SSiW.

Each line ends with the Mulliken spin population.
Element x y z (Å)
W1 0.15 -0.08 1.77  1.859
O1 0.54 2.13 2.62  0.003
Cl1 0.23 1.46 3.90  0.014
O2 0.36 2.27 5.03  -0.005
O3 1.17 0.31 3.87  0.021
O4 -1.10 0.88 3.71  0.039
Cl2 -3.31 -5.86 0.15  0.003
C1 -2.35 -4.66 0.95  0.033
C2 -2.03 -4.80 2.26  -0.026
C3 -1.25 -3.84 2.95  0.051
I1 -0.78 -4.08 4.94  0.004
C4 -0.82 -2.73 2.27  -0.034
O5 -0.11 -1.72 2.78  0.029
C5 -1.14 -2.59 0.91  0.010
N1 -0.65 -1.45 0.35  -0.109
C6 -0.83 -1.25 -0.95  0.061
C7 -1.55 -2.17 -1.74  -0.030
C8 -2.10 -3.28 -1.16  0.053
C9 -1.90 -3.53 0.21  -0.010
H1 -2.38 -5.68 2.80  -0.001
H2 -0.40 -0.36 -1.37  0.004
H3 -1.66 -1.97 -2.79  0.001
H4 -2.67 -3.99 -1.76  0.003
C10 2.04 0.94 -1.14  0.037
Si1 2.32 0.19 0.55  -0.065
C11 3.50 1.27 1.50  0.003
C12 3.06 -1.52 0.31  0.006
C13 2.92 -2.54 1.26  -0.007
C14 3.48 -3.79 1.07  0.006
C15 4.20 -4.06 -0.09  0.000
C16 4.35 -3.07 -1.05  0.002
C17 3.79 -1.81 -0.84  0.006
H5 3.00 1.31 -1.52  0.003
H6 1.35 1.79 -1.12  -0.005
H7 1.67 0.21 -1.86  -0.001
H8 4.43 1.33 0.93  -0.001
H9 3.73 0.85 2.48  0.001
H10 3.12 2.28 1.64  0.001
H11 2.38 -2.36 2.19  0.008
H12 3.37 -4.56 1.82  0.000
H13 4.64 -5.04 -0.25  0.000
H14 4.92 -3.26 -1.95  0.000
H15 3.92 -1.05 -1.61  0.000
C18 -1.57 5.36 -4.41  0.000
C19 -1.75 4.38 -3.29  0.000
C20 -2.56 3.26 -3.45  -0.001
C21 -2.74 2.36 -2.41  0.001
C22 -2.11 2.61 -1.20  0.002
C23 -1.29 3.72 -1.01  -0.002
C24 -1.11 4.59 -2.06  0.000
S1 -2.35 1.45 0.08  0.010
C25 -3.13 2.41 1.35  0.007
O6 -0.92 1.25 0.64  0.015
H16 -1.81 4.91 -5.38  0.000
H17 -0.54 5.73 -4.45  0.000
H18 -2.22 6.22 -4.27  0.000
H19 -3.04 3.08 -4.40  0.000
H20 -3.36 1.48 -2.54  0.000
H21 -0.77 3.87 -0.07  -0.001
H22 -0.46 5.45 -1.94  0.000
H23 -2.50 3.27 1.58  0.000
H24 -3.25 1.77 2.23  -0.001
H25 -4.11 2.72 0.97  -0.001

Output
- ⟨S²⟩ = 2.023
- maximum force (eV Å⁻¹) = 1.18
- multiplicity = 3
- total charge = +1
- E_HOMO (alpha / beta) (eV) = -10.38 / -11.03
- gap between HOMO and LUMO (alpha / beta) (hartree) = 0.25209 / 0.25729